Molecular formula: C5H7OP
Method: DFT, the ωB97M-V functional and the def2-TZVPD basis

Element x y z (Å)
C (0.33841, -1.60771, 1.27824)
C (-0.69642, -0.69266, 0.98590)
C (1.38991, -1.51036, 0.45462)
C (-0.36349, 0.21827, -0.15784)
C (-1.06294, 1.35616, -0.74376)
O (-0.40076, 1.98542, -1.83496)
P (1.23032, -0.38364, -0.87044)
H (0.25651, -2.11505, 2.15300)
H (-1.55687, -0.46535, 1.68898)
H (2.29808, -2.03718, 0.60494)
H (-1.25061, 2.00251, 0.08723)
H (-2.14817, 1.27534, -0.93504)
H (-0.15859, 1.33317, -2.45594)
H (2.12462, 0.64108, -0.25493)

Cartesian forces (eV/Å) of the 2 atoms listed first:
0.0194 1.7273 -1.8771
-0.7873 4.8150 -3.1416

E_HOMO   -8.2 eV
SMILES   OCC1=[PH]=CC=C1
Energy relative to the best compared isomer or geometry (same formula, charge and spin)   1.963 eV
Electronic energy   -16631.989 eV
Frontier orbital gap   0.3097 Ha

Molecular formula: C5H7OP
Method: DFT, the ωB97M-V functional and the def2-TZVPD basis

Element x y z (Å)
C (0.52817, 1.63726, 0.01623)
C (1.03576, 0.36718, 0.05851)
C (-0.91983, 1.72235, -0.06904)
C (0.12818, -0.68314, -0.05524)
C (0.59685, -2.13383, 0.13218)
O (-2.63151, -0.55739, -0.42031)
P (-1.48058, -0.12598, 0.42224)
H (0.92356, 2.65216, 0.13945)
H (2.08970, 0.10688, 0.12564)
H (-1.34508, 1.80847, -1.03969)
H (-1.33768, 2.52344, 0.38558)
H (1.23808, -1.97997, 1.05738)
H (1.36291, -2.41309, -0.68974)
H (-0.18852, -2.92433, -0.06320)

Cartesian forces (eV/Å) of the 2 atoms listed first:
-1.0164 0.7257 -0.0287
1.3444 0.6882 -0.5429

E_HOMO (alpha / beta)   -8.1 / -8.1 eV
Energy relative to the best compared isomer or geometry (same formula, charge and spin)   1.671 eV
Electronic energy   -16632.282 eV
Frontier orbital gap (alpha / beta)   0.2586 / 0.2574 Ha

Molecular formula: C5H8
Method: DFT, the ωB97M-V functional and the def2-TZVPD basis

Element x y z (Å)
C (-0.36993, 1.46543, -0.28787)
C (-0.13479, 0.14425, 0.44831)
C (-1.03746, -1.00555, -0.03957)
C (1.25523, -0.31699, 0.28706)
C (2.34078, -0.80360, 0.09242)
H (0.44800, 2.15483, -0.07156)
H (-0.40386, 1.31023, -1.37162)
H (-1.30810, 1.93569, 0.02244)
H (-0.32900, 0.30521, 1.51598)
H (-2.04978, -0.99145, 0.37722)
H (-0.57105, -1.94796, 0.24365)
H (-1.12777, -0.98613, -1.12930)
H (3.28774, -1.26397, -0.08717)

Cartesian forces (eV/Å) of the 2 atoms listed first:
0.0118 0.1157 -0.0498
-0.0342 -0.2058 0.0012

E_HOMO   -9.9 eV
SMILES   C#CC(C)C
Energy relative to the best compared isomer or geometry (same formula, charge and spin)   1.322 eV
Electronic energy   -5312.845 eV
Frontier orbital gap   0.4074 Ha

Molecular formula: C5H8
Method: DFT, the ωB97M-V functional and the def2-TZVPD basis

Element x y z (Å)
C (1.08220, -0.78163, -0.98089)
C (0.24791, 0.10346, -0.09161)
C (0.92117, 0.94043, 0.96577)
C (-1.05197, 0.09209, -0.20265)
C (-2.34642, -0.04696, -0.16236)
H (0.47198, -1.18651, -1.79336)
H (1.89881, -0.19881, -1.42071)
H (1.52394, -1.61528, -0.42255)
H (-2.72495, -0.64068, 0.66200)
H (1.51793, 0.28465, 1.61361)
H (0.18074, 1.44758, 1.59202)
H (1.59804, 1.68680, 0.53833)
H (-3.03084, 0.42852, -0.85886)

Cartesian forces (eV/Å) of the 2 atoms listed first:
0.0769 -0.0453 -0.0490
-0.2314 -0.0236 -0.0018

E_HOMO   -8.9 eV
SMILES   C=C=C(C)C
Energy relative to the best compared isomer or geometry (same formula, charge and spin)   1.168 eV
Electronic energy   -5312.999 eV
Frontier orbital gap   0.3668 Ha

Molecular formula: C5H8
Method: DFT, the ωB97M-V functional and the def2-TZVPD basis

Element x y z (Å)
C (-0.63211, -2.10725, 0.14472)
C (-1.03069, -0.84890, -0.02693)
C (-0.36494, 0.34070, 0.63415)
C (0.27093, 1.25750, -0.38600)
C (1.56997, 1.47532, -0.52682)
H (-1.19138, -2.90287, -0.29225)
H (0.17161, -2.39330, 0.80797)
H (-1.84228, -0.62319, -0.70857)
H (0.39081, -0.03296, 1.33831)
H (-1.12805, 0.93334, 1.20434)
H (-0.41195, 1.81012, -1.04591)
H (1.93173, 2.15922, -1.28634)
H (2.26634, 0.93227, 0.14334)

Cartesian forces (eV/Å) of the 2 atoms listed first:
-0.4341 0.6814 0.2788
0.5657 -0.0050 0.2817

E_HOMO   -9.6 eV
SMILES   C=CCC=C
Energy relative to the best compared isomer or geometry (same formula, charge and spin)   0.927 eV
Electronic energy   -5313.240 eV
Frontier orbital gap   0.4010 Ha

Molecular formula: C5H8
Method: DFT, the ωB97M-V functional and the def2-TZVPD basis

Element x y z (Å)
C (-0.74925, 0.17469, 1.47842)
C (0.03881, -0.21813, -0.11585)
C (1.19142, -1.05240, 0.24313)
C (0.06359, 0.92742, -1.32058)
C (-1.22092, 0.28036, -1.24482)
H (-0.45289, -0.73040, 2.08105)
H (-1.75629, 0.38282, 1.23843)
H (0.01996, 0.93037, 1.80489)
H (1.19334, -2.14496, 0.31165)
H (2.14073, -0.58933, 0.45795)
H (0.14006, 1.88071, -0.84008)
H (0.89043, 0.52893, -2.09115)
H (-1.49899, -0.37009, -2.00304)

Cartesian forces (eV/Å) of the 2 atoms listed first:
4.1734 -2.1504 -1.0369
0.3490 0.1937 -1.0265

E_HOMO   -6.9 eV
Energy relative to the best compared isomer or geometry (same formula, charge and spin)   8.830 eV
Electronic energy   -5305.337 eV
Frontier orbital gap   0.1840 Ha

Please write out number 6 again, unchanged.
Molecular formula: C5H8
Method: DFT, the ωB97M-V functional and the def2-TZVPD basis

Element x y z (Å)
C (-0.74925, 0.17469, 1.47842)
C (0.03881, -0.21813, -0.11585)
C (1.19142, -1.05240, 0.24313)
C (0.06359, 0.92742, -1.32058)
C (-1.22092, 0.28036, -1.24482)
H (-0.45289, -0.73040, 2.08105)
H (-1.75629, 0.38282, 1.23843)
H (0.01996, 0.93037, 1.80489)
H (1.19334, -2.14496, 0.31165)
H (2.14073, -0.58933, 0.45795)
H (0.14006, 1.88071, -0.84008)
H (0.89043, 0.52893, -2.09115)
H (-1.49899, -0.37009, -2.00304)

Cartesian forces (eV/Å) of the 2 atoms listed first:
4.1734 -2.1504 -1.0369
0.3490 0.1937 -1.0265

E_HOMO   -6.9 eV
Energy relative to the best compared isomer or geometry (same formula, charge and spin)   8.830 eV
Electronic energy   -5305.337 eV
Frontier orbital gap   0.1840 Ha

Question: Number 4 is which compound?
Answer: C5H8

Question: Look up the electronic energy of the second one.
Answer: -16632.282 eV

Question: Which of these has the lowest energy relative to the best compared isomer or geometry (same formula, charge and spin)?
Answer: number 5